{
  "formula": "C36H39ClMnP2",
  "method": "ωB97M-V/def2-TZVPD",
  "species": ["Mn", "C", "C", "C", "C", "C", "C", "C", "C", "C", "H", "H", "H", "H", "H", "H", "H", "H", "H", "H", "H", "H", "H", "H", "H", "P", "P", "C", "C", "C", "C", "C", "C", "C", "C", "C", "C", "C", "C", "C", "C", "C", "C", "C", "C", "C", "C", "C", "C", "C", "C", "C", "C", "H", "H", "H", "H", "H", "H", "H", "H", "H", "H", "H", "H", "H", "H", "H", "H", "H", "H", "H", "H", "H", "H", "Cl", "C", "H", "H"],
  "positions_angstrom": [[-0.767, 2.636, -2.251], [1.251, 1.437, 1.838], [1.564, 2.692, 1.517], [2.538, 3.252, 0.469], [2.400, 3.092, -1.064], [2.450, 1.698, -1.571], [2.487, 0.517, -0.959], [2.956, -0.022, 0.326], [1.994, 0.102, 1.584], [-1.848, 2.726, -3.945], [0.257, 1.282, 2.302], [0.788, 3.477, 1.689], [3.535, 2.942, 0.750], [2.527, 4.314, 0.698], [1.559, 3.725, -1.419], [3.277, 3.576, -1.580], [2.373, 1.668, -2.675], [2.121, -0.340, -1.562], [3.954, 0.312, 0.661], [3.064, -1.128, 0.168], [1.223, -0.702, 1.426], [2.579, -0.290, 2.493], [-2.774, 3.051, -3.432], [-1.734, 1.644, -4.198], [-1.217, 3.501, -4.435], [-1.148, 7.781, -3.646], [0.189, 6.332, -5.675], [0.645, 8.253, -3.886], [1.273, 7.503, -4.841], [-2.110, 9.313, -3.438], [-1.510, 10.496, -2.968], [-2.219, 11.724, -2.941], [-3.584, 11.696, -3.289], [-4.248, 10.489, -3.575], [-3.499, 9.324, -3.674], [-1.310, 7.003, -2.028], [-1.144, 5.592, -1.943], [-1.182, 4.929, -0.707], [-1.503, 5.682, 0.437], [-1.610, 7.089, 0.385], [-1.548, 7.757, -0.860], [0.006, 7.181, -7.371], [-0.608, 8.459, -7.346], [-0.852, 9.152, -8.532], [-0.386, 8.603, -9.724], [0.451, 7.502, -9.732], [0.648, 6.775, -8.557], [1.121, 4.811, -6.164], [0.462, 3.721, -6.795], [1.180, 2.561, -7.054], [2.520, 2.446, -6.698], [3.201, 3.583, -6.228], [2.513, 4.782, -5.974], [1.077, 9.023, -3.259], [2.305, 7.608, -5.191], [-0.483, 10.483, -2.589], [-1.700, 12.661, -2.624], [-4.129, 12.653, -3.293], [-5.337, 10.485, -3.701], [-3.993, 8.398, -3.898], [-1.073, 5.064, -2.905], [-0.923, 3.833, -0.590], [-1.639, 5.193, 1.418], [-1.747, 7.705, 1.298], [-1.716, 8.843, -0.918], [-0.931, 8.901, -6.389], [-1.418, 10.082, -8.514], [-0.612, 9.103, -10.641], [0.953, 7.164, -10.631], [1.254, 5.869, -8.576], [-0.615, 3.783, -6.993], [0.676, 1.716, -7.488], [3.057, 1.508, -6.813], [4.272, 3.549, -6.026], [3.010, 5.683, -5.538], [-1.740, 0.385, -1.072], [-0.164, 0.321, -1.792], [0.450, -0.237, -1.079], [-0.037, -0.194, -2.716]],
  "lowdin_charge": [0.74, -0.11, -0.11, -0.19, -0.20, -0.17, -0.19, -0.20, -0.17, -0.27, 0.10, 0.09, 0.10, 0.09, 0.08, 0.13, 0.11, 0.09, 0.11, 0.11, 0.10, 0.12, -0.02, -0.01, -0.06, 0.96, 0.96, -0.27, -0.33, -0.41, -0.12, -0.08, -0.09, -0.08, -0.10, -0.36, -0.11, -0.11, -0.08, -0.07, -0.07, -0.31, -0.11, -0.09, -0.10, -0.09, -0.09, -0.41, -0.11, -0.09, -0.09, -0.09, -0.11, 0.06, 0.07, 0.09, 0.11, 0.10, 0.11, 0.10, 0.05, 0.07, 0.11, 0.11, 0.10, 0.08, 0.10, 0.09, 0.10, 0.10, 0.11, 0.10, 0.10, 0.10, 0.09, 0.45, -0.71, -0.05, -0.02],
  "homo_ev": [-6.61, -7.02],
  "relative_energy_kcal_mol": 16.4,
  "spin_multiplicity": 6,
  "total_energy_ha": -3688.75779,
  "gap_ev": [6.7087, 7.0098]
}